No. 1
Density functional theory data (wB97M-V/def2-TZVPD) for C22H14F3NO8Ta as an isolated structure at a distorted geometry.

XYZ file:
```
49
Properties=species:S:1:pos:R:3:forces:R:3
Ta -1.2208 1.1218 -0.5959 1.32 -0.25 0.05
O -1.3241 7.2852 0.2984 0.01 -0.15 0.03
C -1.3848 5.9632 0.1976 0.01 0.20 0.01
C -1.0814 5.1016 1.2672 -0.05 -0.06 -0.13
C -1.1656 3.7539 1.0258 0.01 0.27 0.16
N -1.5325 3.2700 -0.1524 -0.11 -0.06 -0.21
C -1.8523 4.0845 -1.1583 0.06 0.06 -0.12
C -1.7772 5.4454 -1.0507 -0.09 -0.11 0.20
C -2.2450 3.2971 -2.3734 -0.03 -0.69 -0.05
O -2.6643 3.7180 -3.3919 0.02 0.17 -0.02
O -2.0601 1.9426 -2.1235 -0.05 0.50 0.04
C -0.8841 2.6436 1.9882 -0.15 -0.63 -0.11
O -0.6719 2.7414 3.1467 0.10 0.10 0.04
O -0.9294 1.4368 1.3152 -0.08 0.39 0.29
H -1.0460 7.5658 1.1804 0.00 0.06 0.00
H -0.7854 5.4682 2.2414 0.00 0.00 0.00
H -2.0188 6.0971 -1.8781 -0.01 0.01 0.00
O 0.2814 -0.4682 0.1693 0.01 0.21 0.02
C 0.1631 -1.8716 -0.2146 0.09 -0.03 -0.02
C -0.9508 -1.8581 -1.2588 -0.66 0.79 -0.13
O -1.3498 -2.7361 -1.9283 0.16 -0.23 0.07
O -1.5310 -0.5729 -1.3492 -0.37 -0.72 -0.18
C -0.2639 -2.6530 1.0155 -0.08 -0.03 0.05
C -1.6082 -2.7374 1.3728 -0.02 0.00 -0.04
C -1.9814 -3.3697 2.5469 0.05 -0.02 0.02
C -1.0111 -3.9209 3.3736 -0.01 -0.01 0.01
C 0.3279 -3.8433 3.0224 -0.04 0.02 -0.03
C 0.7027 -3.2127 1.8443 0.07 0.01 0.04
C 1.4524 -2.3803 -0.8399 -0.05 -0.06 -0.01
C 1.4714 -3.6865 -1.3265 -0.02 -0.02 -0.02
C 2.6312 -4.2016 -1.8757 0.05 0.04 0.00
C 3.7823 -3.4235 -1.9324 -0.02 -0.05 -0.02
C 3.7639 -2.1298 -1.4428 -0.01 0.03 0.01
C 2.5982 -1.6035 -0.8970 0.02 -0.01 0.00
H 0.5627 -0.4051 1.0938 0.00 0.03 0.03
H -2.3806 -2.3382 0.7245 0.00 0.02 -0.01
H -3.0273 -3.4446 2.8114 0.00 0.00 -0.01
H -1.3021 -4.4209 4.2877 0.00 0.00 0.00
H 1.0832 -4.2858 3.6573 0.01 0.01 0.01
H 1.7487 -3.1715 1.5670 -0.02 0.00 -0.02
H 0.5810 -4.2998 -1.2802 0.00 0.02 0.01
H 2.6383 -5.2131 -2.2585 0.00 0.00 0.01
H 4.6895 -3.8312 -2.3576 0.00 0.01 0.00
H 4.6562 -1.5197 -1.4844 0.00 0.00 0.01
H 2.5967 -0.5911 -0.5227 0.01 0.04 0.01
F 1.7065 1.8301 -0.5208 -0.05 -0.01 0.01
C 0.7539 1.7061 -1.4698 -0.06 0.19 -0.08
F 0.6844 2.9047 -2.0939 0.00 -0.03 0.03
F 1.1741 0.8129 -2.3700 -0.02 0.00 0.05
```
Positions in Å, forces in eV/Å.

## Properties
- HOMO level (eV) = -11.90
- DFT total energy (Eh) = -1860.003073
- spin multiplicity = 1
- ΔE to the lowest compared entry with this formula, charge and spin (kcal/mol) = 23.9
- net charge = +1
- orbital gap (eV) = 6.8045
- strongest force on any atom (hartree/bohr) = 0.026
- E_LUMO (eV) = -5.10



No. 2
Density functional theory data (wB97M-V/def2-TZVPD) for C22H14HfI2N6OS2 as an isolated structure at a distorted geometry.

XYZ file:
```
48
Properties=species:S:1:pos:R:3:forces:R:3
Hf -0.5926 0.0374 0.8790 2.66 3.73 0.93
S -0.0416 0.4175 3.3990 -1.08 -0.13 0.57
C 1.4681 0.1438 2.7236 2.53 0.09 -1.90
N 1.5445 -0.0345 1.3638 0.02 -0.79 1.58
C 2.8383 -0.2722 0.9048 1.73 0.31 0.66
C 3.2397 -0.6034 -0.4081 0.26 -0.07 0.96
C 4.6059 -0.7762 -0.6963 -0.64 0.25 -1.68
C 5.5634 -0.5143 0.2470 0.40 0.94 1.51
C 5.1815 -0.0824 1.5329 0.38 0.64 0.65
C 3.8446 -0.0438 1.9424 -1.01 -0.76 -2.27
S 3.0834 0.1959 3.5128 -1.26 0.13 -1.27
H 2.5052 -0.7442 -1.1867 -0.13 0.09 -0.08
H 4.9394 -0.9262 -1.7594 -0.56 -0.19 1.24
H 6.6387 -0.4946 0.0302 -0.61 -0.13 -0.12
H 5.9343 0.4139 2.1687 -0.25 -0.90 -0.11
I -0.6927 5.4056 0.7382 -0.07 -0.39 -0.32
C -0.7116 4.0176 -0.8224 0.23 -0.63 0.18
C -0.7480 4.4497 -2.1587 -0.04 1.53 0.10
C -0.7508 3.5460 -3.1829 -0.54 0.94 -0.16
I -1.1586 4.4096 -5.0437 0.18 -0.40 -0.17
C -0.6672 2.1662 -2.9165 0.05 -1.04 -1.44
C -0.7355 1.1856 -3.9411 1.60 0.40 -0.36
C -0.4684 -0.1467 -3.6183 -1.61 -0.30 -0.90
C -0.3690 -0.5192 -2.2986 -0.02 1.46 1.38
N -0.3996 0.3649 -1.2474 0.04 0.09 -2.42
C -0.5108 1.7140 -1.5938 -0.67 0.05 -0.18
C -0.6349 2.6496 -0.5614 0.66 0.67 1.09
O -0.5663 2.1601 0.6838 -0.61 -2.10 0.09
H -0.8055 5.5605 -2.3734 0.06 -1.57 0.32
H -0.7554 1.5504 -5.0008 -0.45 -0.59 1.06
H -0.6389 -0.9726 -4.3406 0.65 0.85 0.33
H -0.2889 -1.5473 -2.0481 0.13 -0.78 0.30
N -4.2566 -1.5733 2.0052 1.59 0.37 -0.42
C -4.7873 -0.2643 1.9188 1.91 -0.39 -0.64
C -3.8115 0.5530 1.4062 0.30 -1.87 -0.19
N -2.7033 -0.2405 1.1036 -1.59 -0.43 1.06
C -2.9694 -1.4816 1.5162 -1.63 0.56 0.08
C -1.9089 -2.4427 1.4020 1.51 -2.99 -0.07
N -0.6693 -2.1752 0.8513 -2.73 -0.95 1.13
C 0.0591 -3.3316 0.9902 1.79 0.70 -0.66
C -0.6849 -4.3153 1.5869 0.71 -0.77 0.75
N -1.9115 -3.7584 1.8357 -2.05 1.04 -0.19
H -4.6273 -2.4456 2.4433 -0.03 1.49 -0.57
H -5.7841 -0.0024 2.0640 -1.43 -0.01 0.70
H -3.7308 1.5874 1.1657 -0.53 0.51 0.05
H 1.1277 -3.2396 0.6317 -1.45 -0.78 0.71
H -0.3870 -5.3071 2.0325 -0.48 1.25 -1.01
H -2.8056 -4.2735 2.1186 2.10 0.87 -0.33
```
Positions in Å, forces in eV/Å.

## Properties
- HOMO level (eV) = -12.99
- DFT total energy (Eh) = -2689.971767
- spin multiplicity = 1
- net charge = +2
- orbital gap (eV) = 5.7592
- strongest force on any atom (hartree/bohr) = 0.091
- E_LUMO (eV) = -7.23



No. 3
Density functional theory data (wB97M-V/def2-TZVPD) for C22H14N5PtS2 as an isolated structure.

XYZ file:
```
44
Properties=species:S:1:pos:R:3:forces:R:3
Pt -0.2766 0.5513 0.2104 -0.03 -0.01 0.22
C -0.3473 -2.6189 1.4668 0.02 -0.06 -0.11
C -1.6315 -1.8944 1.6441 0.05 0.03 0.18
C -2.6665 -2.5325 2.3440 -0.08 -0.02 -0.14
C -3.8591 -1.8996 2.5767 0.02 0.00 0.05
C -3.9844 -0.5569 2.1715 0.02 -0.03 -0.01
C -5.1405 0.2144 2.4277 -0.01 0.03 0.01
C -5.2482 1.5750 2.0893 0.00 -0.03 0.04
C -4.1813 2.2003 1.5140 0.04 0.00 -0.02
C -2.9749 1.4570 1.2448 -0.09 -0.01 -0.06
S -1.6126 2.2182 0.7620 0.15 0.07 0.17
C -2.8994 0.0386 1.5116 -0.17 -0.04 -0.08
N -1.7741 -0.6250 1.1737 0.01 0.04 -0.08
H -0.3136 -3.4836 2.1247 0.05 0.07 0.08
H 0.5158 -1.9824 1.6646 -0.01 0.05 -0.02
H -0.2714 -3.0071 0.4522 0.07 0.00 -0.05
H -2.5026 -3.5439 2.6885 -0.01 0.00 0.00
H -4.6673 -2.3971 3.0999 0.00 -0.01 -0.02
H -5.9800 -0.2724 2.9152 0.00 0.00 -0.01
H -6.1585 2.1157 2.3111 0.00 0.01 -0.01
H -4.2032 3.2576 1.2748 -0.02 0.00 -0.01
S 6.1639 0.3003 -3.5233 -0.02 0.00 0.01
N 4.9675 -0.7693 -3.4692 0.01 -0.02 0.00
C 4.0314 -0.2573 -2.6851 0.00 0.02 -0.02
C 2.7664 -0.8817 -2.3644 -0.01 -0.01 0.03
C 2.3160 -2.0965 -2.8940 0.00 0.03 -0.05
C 1.0461 -2.5322 -2.5743 -0.03 0.01 0.02
C 0.2764 -1.8017 -1.6791 -0.03 0.06 -0.03
N 0.7270 -0.6866 -1.0932 0.00 -0.18 -0.13
C 1.9315 -0.1938 -1.4893 -0.01 -0.03 0.06
C 2.2585 1.1196 -1.0023 -0.01 0.01 0.02
N 1.3025 1.7229 -0.2474 0.07 0.15 -0.17
C 1.5327 2.9552 0.2198 0.04 -0.05 0.05
C 2.7147 3.6343 -0.0478 -0.01 0.01 0.01
C 3.6839 3.0399 -0.8264 0.01 0.01 -0.02
C 3.4558 1.7509 -1.3235 0.00 -0.02 0.02
C 4.3696 1.0179 -2.1720 -0.01 0.00 -0.01
N 5.5564 1.4447 -2.5760 0.01 0.01 0.00
H 2.9494 -2.6466 -3.5794 0.00 -0.02 0.01
H 0.6333 -3.4307 -3.0109 0.01 0.00 -0.01
H -0.7385 -2.0941 -1.4568 -0.03 -0.08 0.11
H 0.7727 3.4150 0.8342 -0.01 0.01 -0.03
H 2.8498 4.6272 0.3574 0.00 0.00 0.00
H 4.6099 3.5485 -1.0647 0.00 0.00 0.01
```
Positions in Å, forces in eV/Å.

## Properties
- HOMO level (alpha / beta) (eV) = -17.23 / -17.22
- DFT total energy (Eh) = -2035.290221
- spin multiplicity = 1
- ΔE to the lowest compared entry with this formula, charge and spin (kcal/mol) = 1.5
- net charge = +3
- orbital gap (alpha / beta) (eV) = 3.9388 / 3.9393
- strongest force on any atom (hartree/bohr) = 0.005
- E_LUMO (alpha / beta) (eV) = -13.29 / -13.29